The following is a DFT calculation (ωB97M-V/def2-TZVPD) of a 2-piece molecular cluster, C13H28NO3 overall in a non-equilibrium geometry.

The charge is +1. Its relative energy (zero: lowest compared OMol25 entry of this formula, charge and spin) is 3.163 eV. As for the HOMO-LUMO gap: 9.10 eV. The spin multiplicity is 1. The HOMO energy comes out at -12.82 eV.

Last column: natural (NBO) charge in e.
Geometry (Å):
O 0.823 3.745 1.225  -0.52
C 0.781 2.552 1.611  0.60
O 1.887 2.030 2.329  -0.51
C 1.647 0.681 2.797  -0.09
C 3.068 0.090 3.314  -0.45
C 3.622 -1.087 2.333  0.08
C 2.661 -2.354 2.577  -0.29
N 2.462 -3.249 1.382  -0.52
C 2.580 -2.562 0.050  -0.28
C 3.925 -1.661 0.123  -0.10
O 3.582 -0.531 0.997  -0.51
H -0.154 1.961 1.305  0.15
H 0.898 0.721 3.679  0.20
H 1.155 -0.008 2.014  0.17
H 3.033 -0.224 4.408  0.24
H 3.824 0.960 3.221  0.27
H 4.696 -1.333 2.667  0.21
H 1.655 -2.044 3.051  0.25
H 3.177 -3.003 3.383  0.25
H 3.109 -4.052 1.434  0.44
H 1.502 -3.656 1.419  0.45
H 2.781 -3.361 -0.751  0.25
H 1.716 -1.865 -0.204  0.27
H 4.826 -2.249 0.539  0.19
H 4.189 -1.273 -0.930  0.25
C -4.548 3.059 -2.665  -0.61
C -3.342 2.309 -3.217  -0.40
C -3.546 0.795 -3.277  -0.40
C -3.770 0.111 -1.925  -0.40
C -2.658 0.319 -0.895  -0.40
C -1.316 -0.252 -1.333  -0.61
H -4.761 2.776 -1.632  0.20
H -4.361 4.136 -2.681  0.22
H -5.438 2.862 -3.268  0.21
H -2.455 2.555 -2.625  0.19
H -3.143 2.672 -4.232  0.21
H -2.681 0.344 -3.775  0.19
H -4.407 0.578 -3.919  0.21
H -3.894 -0.965 -2.099  0.20
H -4.715 0.455 -1.495  0.21
H -2.956 -0.170 0.039  0.20
H -2.547 1.382 -0.662  0.20
H -1.395 -1.325 -1.531  0.20
H -0.571 -0.107 -0.544  0.18
H -0.943 0.240 -2.235  0.22